ORCA calculation (ωB97M-V/def2-TZVPD) on a structure of composition C54H47FIN9O5Tl.

Values from the calculation:
HOMO level, eV: -8.29
Net charge: +1
E, eV: -95913.6924
Gap between HOMO and LUMO, eV: 4.98

Last column: Löwdin charge in e.
CARTESIAN COORDINATES (ANGSTROEM)
Tl  1.3838  1.3503  -0.7192  1.22
C  1.8023  1.5792  -3.9614  -0.12
N  2.9030  1.3214  -3.0266  -0.07
C  3.5118  0.0078  -3.0765  -0.13
C  2.5019  -0.9927  -2.5661  -0.30
N  1.2371  -0.7249  -2.2791  0.13
C  0.6064  -1.9436  -1.9861  -0.19
C  -0.7352  -2.2554  -1.7911  -0.02
C  -1.0789  -3.5788  -1.5446  -0.09
C  -0.0997  -4.5923  -1.5609  -0.10
C  1.2422  -4.3169  -1.8313  -0.02
C  1.5872  -2.9923  -2.0826  -0.14
N  2.7766  -2.3197  -2.4488  0.18
C  0.7424  2.4425  -3.2954  -0.40
N  -0.4762  1.9706  -3.2422  0.14
C  -1.5819  2.5976  -2.7157  -0.22
C  -2.6122  1.7893  -2.1540  -0.02
C  -3.7703  2.3595  -1.6162  -0.10
C  -3.9628  3.7365  -1.6614  -0.10
C  -3.0135  4.5616  -2.2516  -0.02
C  -1.8473  4.0199  -2.8010  -0.16
N  -0.9976  4.9098  -3.5431  0.09
H  2.1509  2.0612  -4.8991  0.14
H  1.3090  0.6329  -4.2306  0.12
H  3.6008  2.0657  -3.0421  0.14
H  3.8372  -0.3044  -4.0875  0.14
H  4.3765  -0.0286  -2.3906  0.13
H  -1.4622  -1.4566  -1.7176  0.11
H  -2.1113  -3.8523  -1.3131  0.11
H  -0.4043  -5.6115  -1.3267  0.10
H  1.9594  -5.1408  -1.8408  0.11
H  3.6613  -2.7313  -2.7145  0.17
H  -2.4683  0.7120  -2.0957  0.10
H  -4.5409  1.7363  -1.1637  0.10
H  -4.8718  4.1791  -1.2682  0.10
H  -3.2001  5.6285  -2.3547  0.11
H  -0.6528  5.7350  -3.0737  0.15
C  3.7736  4.2447  1.5354  -0.06
C  3.7778  5.4269  0.8388  -0.08
C  3.1431  5.5015  -0.3894  -0.02
C  2.5256  4.3784  -0.9649  -0.16
C  2.5104  3.2071  -0.2160  -0.14
C  3.1286  3.1200  1.0083  -0.09
C  1.9607  4.4596  -2.3361  -0.18
C  2.1400  5.6876  -3.1186  -0.01
C  1.7328  5.9143  -4.4009  -0.01
C  0.7829  5.1708  -5.2490  -0.16
C  1.0983  5.0343  -6.6151  -0.05
C  0.2872  4.3263  -7.4838  -0.10
C  -0.8816  3.7237  -7.0201  -0.08
C  -1.2792  3.8943  -5.7186  -0.01
C  -0.4774  4.6358  -4.7998  -0.19
N  1.1574  3.5260  -2.6715  0.19
H  4.2506  4.1759  2.5090  0.11
H  4.2631  6.3087  1.2426  0.11
H  3.0636  6.4861  -0.8581  0.10
H  3.1176  2.1840  1.5693  0.10
H  2.6420  6.5362  -2.6362  0.09
H  2.1757  6.8103  -4.8659  0.12
H  2.0050  5.5126  -6.9849  0.11
H  0.5378  4.2446  -8.5369  0.10
H  -1.4488  3.0944  -7.6951  0.11
H  -2.2129  3.4596  -5.3649  0.12
C  -3.3349  0.4232  5.5123  -0.06
C  -4.0007  0.2365  4.1387  -0.20
N  -3.0296  0.1257  3.0543  -0.04
C  -2.6614  1.3011  2.4532  0.06
C  -1.7361  1.3624  1.4386  0.00
C  -1.3114  2.6919  0.8476  -0.61
O  -2.0548  3.6577  1.1309  0.01
O  -0.3354  2.8023  0.0630  -0.07
C  -1.1299  0.1652  0.9073  -0.25
O  -0.4796  0.0144  -0.1655  -0.09
C  -1.3937  -1.0555  1.6825  -0.01
C  -0.6483  -2.2316  1.4693  0.06
C  -1.0219  -3.3920  2.0819  -0.16
F  -0.3730  -4.5490  1.6698  0.02
C  -2.0582  -3.4796  3.0559  -0.15
C  -2.6661  -2.2517  3.4162  0.06
C  -2.3632  -1.0540  2.7397  -0.10
N  -2.4534  -4.6963  3.6516  -0.10
C  -1.4647  -5.7875  3.7301  -0.14
C  -1.8552  -6.7760  4.8167  -0.09
N  -3.3032  -7.1930  4.6577  0.06
C  -4.2530  -6.0282  4.6004  -0.10
C  -3.8499  -5.0606  3.5001  -0.14
H  -4.0919  0.5258  6.3017  0.08
H  -2.7194  1.3348  5.5040  0.09
H  -2.6944  -0.4351  5.7531  0.07
H  -4.6328  1.1194  3.9176  0.13
H  -4.6696  -0.6404  4.1135  0.11
H  -3.1370  2.2171  2.8000  0.15
H  0.2169  -2.1872  0.8325  0.12
H  -3.4355  -2.2955  4.1839  0.11
H  -0.4800  -5.3412  3.9638  0.15
H  -1.3376  -6.3423  2.7847  0.13
H  -1.7722  -6.3117  5.8213  0.15
H  -1.2211  -7.6849  4.7909  0.15
H  -3.5529  -7.7997  5.4338  0.18
H  -3.4015  -7.7819  3.8046  0.20
H  -4.2087  -5.5349  5.5900  0.15
H  -5.2902  -6.3811  4.4524  0.15
H  -4.4588  -4.1368  3.5574  0.14
H  -4.0679  -5.5056  2.5049  0.14
I  5.7856  -4.6975  4.7676  0.84
C  4.9159  -3.3295  3.4343  -0.73
C  5.7169  -2.4967  2.6561  -0.15
C  5.1206  -1.6071  1.7898  -0.01
C  3.7162  -1.5105  1.7167  -0.11
C  2.9340  -2.3678  2.5091  -0.02
C  3.5277  -3.2877  3.3456  -0.16
C  3.0587  -0.4664  0.8388  -0.61
O  3.7053  -0.0286  -0.1489  -0.04
O  1.9009  -0.0929  1.1860  -0.05
H  6.7999  -2.5350  2.7610  0.10
H  5.6960  -0.9815  1.1094  0.12
H  1.8457  -2.2800  2.4414  0.10
H  2.9329  -3.9814  3.9270  0.08

=====

ORCA calculation (ωB97M-V/def2-TZVPD) on the ion C5H12NO with charge -1.

Values from the calculation:
HOMO level, eV: -2.32
Net charge: -1
Structure (SMILES): CN[C@@H](C)CC[O-]
E, eV: -8915.7535
Gap between HOMO and LUMO, eV: 6.07

Last column: Löwdin charge in e.
CARTESIAN COORDINATES (ANGSTROEM)
C  0.1107  -1.2505  2.2409  -0.16
N  -0.6759  -0.8408  1.0565  -0.12
C  -0.1837  0.2973  0.2803  -0.38
C  1.3987  0.0910  -0.0504  -0.08
C  -1.0993  0.5528  -0.9008  -0.22
C  -0.4258  1.0640  -2.1641  -0.58
O  0.4058  2.0949  -2.0095  -0.36
H  1.0268  -1.7854  1.9876  0.06
H  0.3995  -0.3254  2.7309  0.07
H  -0.4674  -1.8493  2.9599  0.06
H  -0.8719  -1.6775  0.5286  0.09
H  -0.0283  1.1715  0.9212  0.13
H  1.5223  1.0296  -0.6162  0.04
H  1.8614  0.0143  0.9240  0.03
H  1.7945  -0.7261  -0.6840  0.06
H  -2.0177  1.1040  -0.5752  0.10
H  -1.5786  -0.4133  -1.1683  0.09
H  -1.2531  1.3662  -2.8977  0.08
H  0.0820  0.0826  -2.5637  0.09

=====

ORCA calculation (ωB97M-V/def2-TZVPD) on the ion CH3ClN3S with charge +1.

Values from the calculation:
HOMO level (alpha / beta), eV: -13.58 / -13.58
Net charge: +1
E, eV: -28900.4048
Gap between HOMO and LUMO (alpha / beta), eV: 7.31 / 7.31

Last column: Löwdin charge in e.
CARTESIAN COORDINATES (ANGSTROEM)
C  -0.4865  0.8791  -0.9465  -0.45
N  1.3220  -2.0485  -0.1370  0.24
N  0.3473  -0.0943  -0.8177  0.06
N  0.7106  -1.0575  -0.3000  -0.04
S  -1.9294  0.8466  0.0104  0.82
Cl  -2.6321  -1.2319  -0.1720  0.17
H  -0.6564  1.5355  -1.7595  0.07
H  2.0963  -2.3771  0.5170  0.18
H  -1.2521  0.5628  1.1144  -0.05

=====

Which value of E does entry 1 give? -95913.6924 eV

=====

Among the records above, which one has the lowest net charge? C5H12NO

=====

Copy entry 3 word for word.
ORCA calculation (ωB97M-V/def2-TZVPD) on the ion CH3ClN3S with charge +1.

Values from the calculation:
HOMO level (alpha / beta), eV: -13.58 / -13.58
Net charge: +1
E, eV: -28900.4048
Gap between HOMO and LUMO (alpha / beta), eV: 7.31 / 7.31

Last column: Löwdin charge in e.
CARTESIAN COORDINATES (ANGSTROEM)
C  -0.4865  0.8791  -0.9465  -0.45
N  1.3220  -2.0485  -0.1370  0.24
N  0.3473  -0.0943  -0.8177  0.06
N  0.7106  -1.0575  -0.3000  -0.04
S  -1.9294  0.8466  0.0104  0.82
Cl  -2.6321  -1.2319  -0.1720  0.17
H  -0.6564  1.5355  -1.7595  0.07
H  2.0963  -2.3771  0.5170  0.18
H  -1.2521  0.5628  1.1144  -0.05